Below is a molecular structure, C19H22ClLuN in a non-equilibrium geometry, with properties calculated with ωB97M-V with the def2-TZVPD basis set.

Structure (XYZ):
```
44
Properties=species:S:1:pos:R:3:lowdin_charge:R:1
C 1.1059 -1.0559 2.3786 -0.200
C 2.4612 -0.8570 2.0733 -0.201
C 2.9285 -1.9610 1.2861 -0.269
H 3.0858 -0.0859 2.5755 0.102
C 1.8230 -2.8865 1.1625 -0.308
C 0.7032 -2.2985 1.8430 -0.230
H -0.2284 -2.8067 2.0869 0.096
H 0.4858 -0.3967 2.9725 0.089
H 3.9631 -2.1330 0.9850 0.090
H 1.8676 -3.8985 0.7362 0.092
Lu 1.4045 -1.1263 -0.4744 1.310
Cl 0.0670 -2.8705 -1.4980 -0.145
C 2.2129 -1.0786 -3.1800 -0.255
C 3.1006 -2.1420 -2.8372 -0.208
C 4.0974 -1.6250 -1.9659 -0.200
H 3.0624 -3.1527 -3.2377 0.083
C 3.8382 -0.2374 -1.7628 -0.217
C 2.6872 0.0941 -2.5287 -0.286
H 2.3067 1.0966 -2.6784 0.064
H 1.3895 -1.1265 -3.8909 0.086
H 4.9602 -2.1685 -1.5881 0.079
H 4.4676 0.4680 -1.2215 0.084
C -4.5838 0.7759 2.0583 -0.124
N -3.5565 0.9833 1.0797 -0.340
C -4.0291 0.7095 -0.2558 -0.100
C -2.1781 0.3877 1.3927 -0.132
C -1.2341 1.1879 0.5342 -0.273
C -1.6247 2.5373 0.5731 -0.096
C -1.0628 3.5153 -0.2355 -0.118
C -0.0230 3.1252 -1.0666 -0.116
C 0.3164 1.7560 -1.1366 -0.181
C -0.1413 0.7664 -0.2606 -0.176
H -5.4994 1.2508 1.6816 0.076
H -4.2860 1.1956 3.0290 0.081
H -4.6988 -0.3059 2.1095 0.073
H -3.5358 1.2395 -1.0845 0.091
H -3.9131 -0.3706 -0.4059 0.084
H -5.0959 0.9450 -0.2789 0.070
H -1.9690 0.5386 2.4701 0.114
H -2.2503 -0.6867 1.2209 0.108
H -2.4893 2.8224 1.1816 0.107
H -1.4518 4.5290 -0.2179 0.086
H 0.4984 3.8534 -1.6898 0.086
H 1.0178 1.4930 -1.9348 0.023
```

Properties
- spin multiplicity = 1
- net charge = -1
- Kohn-Sham gap (hartree) = 0.2817
- highest occupied orbital energy (eV) = -4.603
- E_LUMO (hartree) = 0.1125